No. 1
# C4H10N2

A 2-piece molecular cluster, C4H10N2 overall (the ωB97M-V functional and the def2-TZVPD basis, the OMol25 dataset).

Geometry (Å):
C 2.9043 1.6910 -4.2538
C 4.0752 1.5546 -4.8713
N 5.2071 0.7867 -4.3219
H 2.7750 1.4086 -3.1799
H 2.0086 2.1858 -4.7359
H 4.3068 2.1030 -5.7811
H 5.0624 0.5015 -3.3747
H 5.5172 0.1363 -5.0057
C -4.3221 -2.2283 4.0625
C -3.5918 -0.0919 5.0145
N -4.5294 -0.9020 4.6746
H -3.7870 -2.9469 4.7127
H -3.8233 -2.2238 3.0801
H -5.4236 -2.5720 3.7647
H -3.8469 0.8699 5.5241
H -2.5326 -0.2724 4.6911

Forces on the atoms, in the same order (eV/Å):
C -2.643 0.880 2.214
C 4.842 -1.136 0.105
N -4.991 2.942 -1.533
H 0.026 -0.022 -1.060
H 1.301 -0.693 0.423
H -0.099 -0.709 -0.299
H 0.191 -0.667 0.621
H 1.376 -0.592 -0.475
C -2.152 0.016 -1.051
C -0.585 -1.131 -1.347
N 0.944 0.847 1.068
H -0.571 0.420 -0.162
H 0.272 0.385 0.342
H 2.453 0.204 1.019
H 0.194 -0.924 -0.462
H -0.555 0.181 0.596

Its gap between HOMO and LUMO (alpha / beta) is 5.900 / 1.616 eV. Its total energy is -267.5005 Eh. The multiplicity is 2. As for the total charge: +1. Its expectation value of S² is 0.7687.

Mulliken atomic charge list, values in e, 6 entries: -0.54, 0.28, -0.25, 0.25, 0.28, 0.37

***

No. 2
# C3H11NOS

A 2-piece molecular cluster, C3H11NOS overall (the ωB97M-V functional and the def2-TZVPD basis, the OMol25 dataset).

Geometry (Å):
C -1.9716 -0.6726 -1.6174
N -1.0792 -0.3030 -0.5442
C -0.0652 0.5894 -0.9826
C 1.0982 0.7625 0.0504
S 0.4111 1.2796 1.6230
H -2.9079 -1.1737 -1.3191
H -1.4071 -1.3484 -2.2817
H -2.2256 0.2419 -2.1793
H -1.5314 0.1267 0.2730
H 0.2808 0.3466 -2.0057
H -0.5188 1.5988 -1.0114
H 1.7039 -0.1562 0.1713
H 1.7650 1.5567 -0.3370
H -0.3250 0.2229 2.0279
O 2.4327 -0.8342 3.0181
H 1.6424 -0.5483 2.5063
H 2.6976 -1.6888 2.6085

Forces on the atoms, in the same order (eV/Å):
C -0.046 0.228 -0.509
N -0.263 -1.121 1.413
C 0.788 1.488 0.253
C -0.411 -1.109 -1.368
S 0.049 0.857 0.807
H 0.576 0.224 0.216
H -0.407 0.204 0.066
H -0.304 -0.295 -0.263
H -0.096 -0.430 -0.797
H 0.042 -0.114 0.617
H 0.293 0.093 -0.545
H -0.343 0.416 -0.122
H -0.352 -0.247 0.597
H 0.240 -0.078 -0.506
O -0.319 -0.880 -0.899
H 0.835 -0.120 0.563
H -0.281 0.884 0.477

Its gap between HOMO and LUMO is 9.693 eV. Its total energy is -649.0480 Eh. The SMILES is CNCCS.O.

Mulliken atomic charge list, values in e, 6 entries: -0.87, -0.34, -0.60, -0.51, -0.30, 0.31

***

No. 3
# C15H17Br2NO3S

C15H17Br2NO3S as an isolated structure (the ωB97M-V functional and the def2-TZVPD basis, the OMol25 dataset).

Geometry (Å):
O 3.6733 3.1728 0.3639
C 2.3586 3.1987 0.5328
N 1.4512 3.4242 -0.5513
H 0.5546 3.4934 -0.3615
C 1.9808 3.8508 -1.7851
H 3.2211 3.7935 -1.9100
H 1.8512 4.6350 -2.3352
C 1.4832 2.5852 -2.8308
C 1.9644 2.7606 -4.2831
C 3.1545 2.1502 -4.6252
C 3.6151 2.2407 -6.2769
C 2.5086 2.9159 -7.1545
C 1.8431 4.1285 -6.2013
C 1.1034 3.4220 -5.1793
H 0.1818 2.9759 -5.3985
H 0.8718 4.3267 -4.5911
H 1.2444 4.4554 -6.9218
H 2.6838 4.7536 -6.0738
H 1.7269 1.9564 -7.2482
H 3.1151 3.0664 -8.0373
H 4.4688 3.0846 -6.0879
H 4.1742 1.2783 -6.6073
H 3.7771 1.4925 -4.1146
H 0.6265 2.3352 -2.8695
H 1.7416 1.6696 -2.5011
C 1.6471 2.9995 1.8098
H 1.0253 3.9092 2.0806
H 2.3252 2.9873 2.4774
O 1.2268 1.7671 1.7970
C -0.0533 1.5636 1.3204
O -0.8205 2.4526 0.6184
C -0.6763 0.3626 1.4842
C -1.8162 -0.3113 1.0292
C -1.9076 -1.5244 1.4896
C -0.8354 -2.0526 2.1298
S 0.2660 -1.0528 2.1935
Br -0.8482 -3.7494 2.7899
Br -3.2775 -2.8165 0.9421
H -2.5281 0.2909 0.4481

Forces on the atoms, in the same order (eV/Å):
O -6.450 0.041 1.198
C 4.216 1.715 -4.543
N 8.290 0.968 1.731
H -5.350 0.363 1.183
C 3.843 -9.152 -1.722
H -3.356 -0.307 1.210
H -2.201 5.597 -1.899
C 11.099 6.377 -1.092
C 4.143 -4.765 3.205
C -2.896 1.803 -5.071
C 1.820 1.841 3.950
C -0.236 -3.665 2.794
C 2.998 -4.963 -4.289
C 0.328 4.455 1.846
H -1.119 -0.856 -0.780
H -1.154 -0.130 0.471
H -2.852 2.535 -2.584
H 0.508 0.897 1.261
H 1.506 2.880 -0.370
H -0.940 0.831 -0.796
H -1.457 -1.951 -0.950
H -1.351 1.614 0.352
H 0.771 -0.576 1.585
H -12.496 -1.192 -0.250
H 2.703 -2.904 1.723
C -1.011 5.331 -3.139
H -0.349 -1.539 -0.606
H 5.130 0.336 4.927
O -6.028 -5.386 -0.251
C -2.746 5.998 -4.148
O 4.475 -3.463 3.942
C 1.211 -6.083 1.285
C -0.356 6.164 -1.255
C -3.770 -5.194 -0.969
C -5.443 -4.830 -0.304
S 7.605 7.748 1.367
Br 0.691 -1.028 0.627
Br 0.153 1.229 0.103
H 0.073 -0.740 0.259

Its gap between HOMO and LUMO is 7.038 eV. Its total energy is -6408.0757 Eh.

Mulliken atomic charge list, values in e, 6 entries: -0.67, 0.68, -0.01, 0.29, -1.09, 0.23

***

Number 1: M 86.1 g/mol. Number 2: M 109.2 g/mol. Number 3: M 451.2 g/mol.